The molecule C11H20N3O3P in a non-equilibrium geometry, computed with ωB97M-V/def2-TZVPD.

Cartesian coordinates (Å):
1 C -0.06194 -3.19760 -1.35532
2 C 0.45087 -1.76811 -1.75436
3 O -0.04124 -0.77979 -0.83475
4 C -1.03806 0.04054 -1.35770
5 O -2.02517 -0.82071 -1.94094
6 C -0.58229 0.98651 -2.46901
7 N -0.33419 1.67486 -3.32531
8 C -1.79469 0.77927 -0.18434
9 C -3.13349 1.18881 -0.79733
10 N -4.14457 1.52917 -1.13287
11 C -1.11479 2.10522 0.27775
12 C 0.14738 1.97145 1.20853
13 C 1.49404 1.86853 0.42448
14 C 2.36725 0.57924 0.55165
15 C 1.93925 -0.50572 1.55894
16 N 2.32358 -0.18439 2.96220
17 P -2.21729 -0.45083 1.16834
18 O -3.56705 -0.17049 1.73278
19 H -0.31470 -3.20431 -0.28093
20 H -0.99780 -3.35596 -1.93340
21 H 0.68215 -3.95536 -1.65323
22 H 1.55594 -1.78826 -1.61723
23 H 0.26316 -1.54788 -2.82020
24 H -1.98995 -0.75935 -2.90714
25 H -1.87361 2.67137 0.86261
26 H -0.83473 2.77820 -0.55994
27 H -0.05609 1.18723 1.95696
28 H 0.18243 2.92261 1.78341
29 H 1.26802 2.02875 -0.65456
30 H 2.12504 2.73956 0.70389
31 H 3.41557 0.87107 0.79401
32 H 2.43340 0.09540 -0.44701
33 H 0.84194 -0.67738 1.57892
34 H 2.36887 -1.48748 1.23525
35 H 2.30235 -1.07596 3.46023
36 H 3.31035 0.07740 2.93309
37 H -1.20616 -0.58117 2.15068
38 H -2.30033 -1.71723 0.51270

Summary:
- Orbital gap: 10.222 eV
- SMILES: CCO[C@](O)(C#N)[C@](C#N)(CCCCCN)[PH2]=O
- E_LUMO: 0.35 eV

***

The ion C11H20NO with charge +1 in a non-equilibrium geometry, computed with ωB97M-V/def2-TZVPD.

Cartesian coordinates (Å):
1 C -1.32745 1.66309 -3.49321
2 C -1.28181 0.58231 -2.49123
3 N -0.72872 0.53722 -1.34511
4 C 0.23089 1.49778 -0.86479
5 C -0.76721 -0.68388 -0.50556
6 C -1.01961 -0.29122 1.05560
7 C -0.16705 0.64324 2.05005
8 C 1.13226 0.53212 2.37756
9 C 1.67401 1.50708 3.36545
10 C 2.22204 -0.38680 1.65741
11 C -0.67325 -1.92323 -0.99493
12 C -0.94652 -3.10253 -0.21266
13 O -0.26429 -2.09566 -2.25688
14 H -0.54432 2.31395 -3.26318
15 H -2.18014 2.25714 -3.72707
16 H -1.10933 1.26267 -4.48341
17 H -1.65693 -0.43439 -2.82705
18 H 0.12710 2.47146 -1.38083
19 H 0.21250 1.72638 0.25302
20 H 1.19168 1.15728 -1.11059
21 H -1.02425 -1.13839 1.69592
22 H -1.93974 0.19559 1.04434
23 H -0.82552 1.40948 2.50857
24 H 2.42851 2.20140 2.99777
25 H 2.06884 0.95409 4.29003
26 H 0.88192 2.13278 3.57793
27 H 3.04824 0.26381 1.40731
28 H 1.89620 -0.91592 0.81833
29 H 2.54425 -1.01623 2.46004
30 H -1.87600 -3.52528 -0.65774
31 H -1.23163 -2.97423 0.73174
32 H -0.23470 -3.90010 -0.23296
33 H 0.14001 -2.92098 -2.44388

Summary:
- Orbital gap: 8.384 eV
- ΔE to the lowest compared entry with this formula, charge and spin: 0.000 eV
- SMILES: C/C=[N+](C)/C(CC=C(C)C)=C(/C)O
- E_LUMO: -3.73 eV
- Net charge: +1

***

A structure of composition C11H20NO4PSTc in a non-equilibrium geometry, computed with ωB97M-V/def2-TZVPD.

Cartesian coordinates (Å):
1 Tc -1.26200 0.98515 -0.00182
2 O -3.12218 1.11867 -0.04212
3 N -3.83438 0.11440 0.59056
4 C -5.20670 0.13460 0.56135
5 C -5.93974 -0.91653 1.22373
6 C -5.25767 -1.88882 1.85279
7 C -3.80092 -1.87062 1.85847
8 C -3.09203 -0.88731 1.23903
9 S -1.32583 -0.85803 1.24129
10 H -5.67119 0.95289 0.03322
11 H -7.01748 -0.88949 1.19375
12 H -5.75496 -2.69886 2.36424
13 H -3.28058 -2.66692 2.37319
14 C 3.89653 0.06733 1.91599
15 C 3.44461 1.17492 0.97971
16 O 2.64986 0.61860 -0.06359
17 P 1.05294 0.86385 0.01812
18 O 0.56902 -0.40037 -0.86746
19 C 0.61423 -1.68924 -0.26217
20 C 1.73812 -2.50678 -0.87670
21 O 0.92475 2.03882 -1.08638
22 C 1.36602 1.84974 -2.42797
23 C 2.66993 2.59192 -2.66548
24 H 4.54908 0.46243 2.69962
25 H 4.43804 -0.70697 1.36253
26 H 3.03686 -0.42013 2.38735
27 H 4.32396 1.63150 0.51210
28 H 2.93039 1.96817 1.53837
29 H -0.34177 -2.18038 -0.47593
30 H 0.71871 -1.65050 0.82989
31 H 1.63756 -2.54491 -1.96626
32 H 1.73392 -3.52779 -0.48474
33 H 2.71277 -2.05722 -0.66207
34 H 0.59450 2.27955 -3.07602
35 H 1.47211 0.79757 -2.71935
36 H 2.58941 3.63495 -2.34161
37 H 2.93832 2.56873 -3.72561
38 H 3.48738 2.14090 -2.09590
39 H -1.18160 2.36619 -0.93412

Summary:
- Orbital gap (alpha / beta): 6.699 / 7.431 eV
- Multiplicity: 3
- ΔE to the lowest compared entry with this formula, charge and spin: 1.964 eV
- E_LUMO (alpha / beta): -4.81 / -4.26 eV
- Net charge: +1

***

Q: Which formula does entry 3 have?
A: C11H20NO4PSTc